# C16H22O10

An isolated molecule of C16H22O10 (wB97M-V/def2-TZVPD, the Open Molecules 2025 dataset).

Calculated values
- SMILES: O=C(O)C1=CO[C@@H](O[C@@H]2O[C@H](CO)[C@@H](O)[C@H](O)[C@H]2O)[C@@H]2C(CO)=CC[C@H]12
- Orbital gap: 9.67 eV

```
! wB97M-V def2-TZVPD RIJCOSX def2/J DEFGRID3
* xyz 0 1
O -1.54881 -0.78801 -5.69275
C -1.51102 -1.51030 -4.72747
O -1.82061 -2.81795 -4.80444
H -2.04571 -3.03848 -5.72231
C -1.14119 -1.07310 -3.37604
C -0.99263 -1.94904 -2.37464
O -0.68233 -1.63368 -1.10580
C -0.74681 -0.25728 -0.74781
O 0.01145 -0.10576 0.40486
C -0.57365 -0.50227 1.65053
O -0.26688 0.44588 2.60350
C 0.94936 0.25150 3.33213
C 1.98726 -0.48983 2.48363
O 3.18463 -0.59108 3.21946
H 3.78675 -1.16589 2.73194
C 1.46564 -1.88661 2.07764
O 2.03716 -2.30703 0.86868
H 1.65540 -1.78192 0.15279
C -0.07402 -1.90753 2.02547
O -0.55378 -2.30378 3.28134
H -1.51626 -2.25090 3.29972
H -0.38439 -2.61379 1.23908
H 1.77699 -2.61195 2.83792
H 2.16857 0.09332 1.56474
C 1.44661 1.64206 3.75891
O 2.37298 1.57491 4.80236
H 3.05878 0.94302 4.54391
H 1.86368 2.16082 2.88307
H 0.59200 2.21356 4.12821
H 0.74205 -0.34383 4.23234
H -1.67044 -0.48828 1.53812
C -0.20288 0.68858 -1.83139
C -0.66258 2.10291 -1.54566
C -1.69716 2.41946 -2.31460
C -2.08255 1.31718 -3.25343
H -2.27026 1.66871 -4.26659
H -2.98678 0.80902 -2.90465
C -0.85365 0.38550 -3.19089
H -0.16647 0.69271 -3.98493
H -2.22779 3.35486 -2.29364
C -0.02149 2.96420 -0.49015
H -0.74480 3.12890 0.32572
O 1.17944 2.45382 0.02106
H 0.97440 1.60880 0.44519
H 0.22399 3.94022 -0.92000
H 0.88433 0.58976 -1.85114
H -1.80851 -0.01609 -0.55063
H -1.10801 -3.01534 -2.50337
*
```


# C34H48N7O3ScSi

A structure of composition C34H48N7O3ScSi (wB97M-V/def2-TZVPD, the Open Molecules 2025 dataset).

Calculated values
- Orbital gap: 7.70 eV

```
! wB97M-V def2-TZVPD RIJCOSX def2/J DEFGRID3
* xyz 2 1
Sc -0.25378 0.11479 0.15811
C -1.36325 -1.71503 4.35847
Si -1.24208 -0.22193 3.21894
C -1.31093 1.30797 4.28449
C -2.74072 -0.23908 2.03815
N 0.11422 -0.25122 2.13822
C 1.43612 -0.26739 2.59902
C 1.83852 -0.54413 3.90463
C 3.18386 -0.53807 4.25248
C 4.15495 -0.26629 3.30555
C 3.78960 0.00469 1.98921
C 2.44917 -0.00023 1.67455
O 1.95097 0.25181 0.36618
C 2.92780 0.46183 -0.64121
C 3.42011 1.73503 -0.84459
C 4.36567 1.93157 -1.84368
C 4.80736 0.86020 -2.60525
C 4.31545 -0.41534 -2.36515
C 3.36875 -0.62146 -1.37303
H -2.38071 -2.11373 4.38219
H -1.11821 -1.42688 5.38253
H -0.68249 -2.52482 4.08859
H -2.09759 1.20233 5.03552
H -1.52408 2.21594 3.71786
H -0.37028 1.46022 4.81879
H -3.24226 -1.20986 2.07320
H -2.62830 -0.00446 0.96928
H -3.46936 0.49229 2.39704
H 1.09452 -0.76337 4.65973
H 3.46837 -0.74841 5.27444
H 5.20076 -0.26059 3.57804
H 4.54270 0.21338 1.24319
H 3.09914 2.55667 -0.21863
H 4.76326 2.92231 -2.01652
H 5.54709 1.01733 -3.37807
H 4.67560 -1.25334 -2.94680
H 2.98428 -1.60848 -1.15886
C -1.11050 -4.60623 1.10175
C -0.68639 -3.12818 1.19137
N -0.80211 -2.46731 -0.12406
C 0.21633 -3.04416 -1.02735
C 0.17702 -4.58347 -0.98415
N -1.13005 -4.97447 -0.35492
C -2.25758 -4.25376 -1.04310
C -2.14125 -2.76301 -0.67599
H -2.11470 -4.78357 1.48359
H -0.41641 -5.27530 1.60607
H 0.34055 -3.02537 1.54097
H -1.32069 -2.61538 1.90526
H 1.20133 -2.69552 -0.72388
H 0.03721 -2.67839 -2.03636
H 0.96299 -5.01500 -0.36664
H 0.21513 -5.03154 -1.97487
H -1.26435 -5.98015 -0.44878
H -3.19061 -4.70016 -0.70572
H -2.14045 -4.43686 -2.11003
H -2.88200 -2.48481 0.07242
H -2.32279 -2.15285 -1.55686
O -1.76604 0.18408 -1.37031
C -0.88079 -0.08999 -2.25140
O 0.34012 -0.20166 -1.85410
C -1.23475 -0.32211 -3.65588
C -2.57138 -0.26318 -4.05223
C -2.89946 -0.48996 -5.37769
C -1.89664 -0.76793 -6.29901
C -0.56419 -0.82062 -5.90641
C -0.22805 -0.59693 -4.58245
H -3.33584 -0.02816 -3.32319
H -3.93115 -0.44007 -5.69760
H -2.15575 -0.93652 -7.33600
H 0.20755 -1.02569 -6.63552
H 0.80389 -0.61585 -4.25681
C -1.86433 2.84081 0.52642
N -0.46153 2.36187 0.24936
C -0.06543 2.94983 -1.08632
N -0.14969 4.38935 -1.08770
C -1.53046 4.78143 -0.79031
N -1.95420 4.27995 0.51988
C -1.05146 4.82066 1.54106
N 0.33685 4.42877 1.28299
C 0.42626 2.99012 1.29544
C 0.72493 4.92307 -0.04001
H -2.15732 2.46191 1.50789
H -2.52143 2.41924 -0.23635
H -0.74532 2.54884 -1.83957
H 0.95413 2.63201 -1.31218
H -2.19202 4.38316 -1.56140
H -1.60263 5.86837 -0.79573
H -1.35320 4.45326 2.52341
H -1.12324 5.90764 1.53990
H 0.12389 2.59980 2.26709
H 1.45182 2.67668 1.10377
H 1.75556 4.62823 -0.24657
H 0.66637 6.01081 -0.04773
*
```


# C31H44BrN2O2P2W

A structure of composition C31H44BrN2O2P2W (wB97M-V/def2-TZVPD, the Open Molecules 2025 dataset).

Calculated values
- Expectation value of S²: 2.02
- Orbital gap (spin up / spin down): 6.23 / 6.21 eV

```
! wB97M-V def2-TZVPD RIJCOSX def2/J DEFGRID3
* xyz 3 3
W 1.29914 -0.32632 -0.97794
C 4.35250 0.44189 -2.81901
P 3.81758 0.24827 -1.09796
C 4.89165 -1.00933 -0.34845
C 4.09516 1.85143 -0.27985
C 3.16942 2.90914 -0.88683
P 1.43285 2.32324 -0.95598
C 0.67720 3.17865 -2.36470
C 0.61690 3.00032 0.51658
H 5.40588 0.72624 -2.85803
H 3.76515 1.20143 -3.33564
H 4.22931 -0.50905 -3.33925
H 5.73394 -0.53656 0.15853
H 5.28472 -1.65288 -1.13655
H 4.34691 -1.63763 0.35417
H 5.14484 2.13477 -0.38801
H 3.90767 1.71973 0.78995
H 3.47696 3.15238 -1.90650
H 3.21471 3.84104 -0.32047
H 0.80686 4.25778 -2.26586
H -0.39172 2.96601 -2.40471
H 1.14093 2.85750 -3.29824
H 0.68502 4.08909 0.51892
H 1.08612 2.61699 1.42404
H -0.43718 2.71940 0.51426
C -5.62767 1.36309 -0.93765
C -5.06722 0.03766 -0.39141
C -5.59605 -1.13752 -1.23757
C -5.51670 -0.14263 1.05783
C -3.56169 0.06080 -0.52532
C -2.95762 0.25156 -1.77910
C -1.59438 0.24385 -1.89668
N -0.77412 0.07054 -0.83162
C -1.33184 -0.09463 0.39684
C -2.69963 -0.11274 0.56363
C -0.35971 -0.25662 1.49648
C -0.70762 -0.28277 2.83111
C 0.26384 -0.44748 3.82394
C 1.59055 -0.56051 3.38321
C 1.88347 -0.51081 2.04487
N 0.93405 -0.35163 1.10067
C -0.06292 -0.50183 5.29958
C 0.65463 0.67313 5.99044
C 0.46200 -1.83544 5.86304
C -1.56495 -0.40230 5.55970
H -6.71318 1.34921 -0.84887
H -5.39141 1.51299 -1.99133
H -5.25627 2.21727 -0.36925
H -6.68167 -1.16815 -1.15339
H -5.20419 -2.09223 -0.88402
H -5.35181 -1.02822 -2.29453
H -6.60464 -0.14521 1.09367
H -5.17714 0.67542 1.69709
H -5.18302 -1.09419 1.47691
H -3.55730 0.39344 -2.66672
H -1.11178 0.36383 -2.85930
H -3.11374 -0.27037 1.54697
H -1.74386 -0.18058 3.11236
H 2.39958 -0.69373 4.08709
H 2.90183 -0.61132 1.69378
H 1.73735 0.62158 5.87097
H 0.44199 0.64017 7.05829
H 0.30480 1.63361 5.60824
H 1.54468 -1.92670 5.77513
H -0.00219 -2.68839 5.36617
H 0.21699 -1.88992 6.92300
H -1.97924 0.55017 5.22138
H -1.74496 -0.46339 6.63163
H -2.11488 -1.22346 5.09496
Br 0.48857 -0.96621 -7.73827
C 0.85842 -1.60463 -6.01974
C 0.97494 -2.97128 -5.78526
C 1.25428 -3.43725 -4.51275
C 1.41794 -2.55053 -3.44868
C 1.30018 -1.18735 -3.70964
C 1.02788 -0.69854 -4.97333
C 1.69876 -3.12418 -2.11555
O 1.94760 -4.24249 -1.84356
O 1.62248 -2.17135 -1.06018
H 0.84839 -3.66911 -6.60170
H 1.34452 -4.49947 -4.32630
H 1.51882 -0.35072 -2.99573
H 0.96230 0.36404 -5.16398
*
```


# C3H7NO2S

A cluster of 2 separate species, C3H7NO2S in total in a non-equilibrium geometry (wB97M-V/def2-TZVPD, the Open Molecules 2025 dataset).

Calculated values
- Orbital gap (spin up / spin down): 9.35 / 8.27 eV

```
! wB97M-V def2-TZVPD RIJCOSX def2/J DEFGRID3
* xyz 0 1
C 2.10226 0.85847 0.46801
C 0.07465 0.42147 0.10928
C -0.87285 1.51404 -0.06975
N -0.44560 -1.99190 -0.84895
O 0.44236 -1.82865 1.46770
O -1.87196 -1.06139 0.99632
S -0.49394 -1.16532 0.61403
H 2.61847 -0.07341 0.50090
H 2.37829 1.72844 -0.08537
H -1.22182 1.52076 -1.11153
H -1.75017 1.35568 0.55990
H -0.42770 2.48815 0.12384
H 0.49535 -2.17010 -1.15599
H -1.02733 -1.59625 -1.56838
*
```


# C3H5FO

An isolated molecule of C3H5FO in a non-equilibrium geometry (wB97M-V/def2-TZVPD, the Open Molecules 2025 dataset).

Calculated values
- SMILES: FC[C@H]1CO1
- Orbital gap: 11.56 eV

```
! wB97M-V def2-TZVPD RIJCOSX def2/J DEFGRID3
* xyz 0 1
C 0.77167 0.08902 -1.02375
C -0.41768 0.40931 -0.10473
C -0.54895 -0.40256 1.16958
H 0.63856 -0.94781 -1.29855
H 0.66772 0.69866 -1.92088
H -1.41398 0.63440 -0.41144
H 0.29529 -1.16031 1.40548
H -1.60441 -0.77426 1.46051
O -0.30624 0.96426 1.19497
F 1.91801 0.48928 -0.47119
*
```


# C6H2Cl4S

An isolated molecule of C6H2Cl4S in a non-equilibrium geometry (wB97M-V/def2-TZVPD, the Open Molecules 2025 dataset).

Calculated values
- SMILES: Sc1cc(Cl)c(Cl)c(Cl)c1Cl
- Orbital gap: 9.57 eV

```
! wB97M-V def2-TZVPD RIJCOSX def2/J DEFGRID3
* xyz 0 1
Cl 1.25070 2.27760 2.14340
Cl 2.61553 1.85834 -0.66156
Cl 1.89777 -0.62582 -2.63607
Cl -0.87802 -2.06872 -2.06441
S -2.45729 -1.43984 0.71880
C -0.53072 0.33213 1.16167
C 0.74257 0.91460 1.02200
C 1.50800 0.62579 -0.06940
C 1.14647 -0.34938 -0.99024
C -0.11954 -0.96618 -0.80454
C -0.90418 -0.66761 0.33354
H -3.04380 -0.55451 -0.12796
H -1.22748 0.66361 1.97479
*
```


# AgH10O5

A structure of composition AgH10O5 in a non-equilibrium geometry (wB97M-V/def2-TZVPD, the Open Molecules 2025 dataset).

Calculated values
- Orbital gap: 10.21 eV

```
! wB97M-V def2-TZVPD RIJCOSX def2/J DEFGRID3
* xyz 1 1
Ag -0.27540 0.10877 0.39776
O -0.31955 2.38536 -0.39961
H -0.85717 2.62046 -1.15648
H 0.41233 2.99120 -0.35107
O 1.78095 -0.64801 1.53307
H 1.62596 -1.58662 1.67127
H 1.73246 -0.37480 2.51135
O -1.27736 -0.90045 2.16945
H -1.98490 -0.81612 2.84081
H -1.57574 -1.67870 1.66907
O 1.30547 0.08013 -1.43102
H 1.97703 0.73308 -1.31388
H 1.25191 -0.03268 -2.36101
O -1.45774 -0.88512 -1.61983
H -0.81399 -1.57030 -1.74444
H -1.52426 -0.42620 -2.41543
*
```


# C16H20N4

A cluster of 4 separate species, C16H20N4 in total in a non-equilibrium geometry (wB97M-V/def2-TZVPD, the Open Molecules 2025 dataset).

Calculated values
- Expectation value of S²: 0.76
- Orbital gap (spin up / spin down): 5.46 / 1.41 eV

```
! wB97M-V def2-TZVPD RIJCOSX def2/J DEFGRID3
* xyz 1 2
N 26.85052 12.02887 12.96492
C 27.70543 11.31374 12.12036
C 28.66287 10.68231 12.84900
C 28.39756 11.11212 14.18992
C 27.32627 11.96599 14.21915
H 26.01778 12.52040 12.67329
H 27.45952 11.37382 11.07045
H 29.48856 10.09633 12.47315
H 28.95602 10.88971 15.08717
H 26.93999 12.39638 15.13126
N 21.57161 14.39704 10.66900
C 22.67609 15.19681 10.87093
C 23.65692 14.37354 11.11130
C 23.30900 13.04276 11.00937
C 22.00947 13.05889 10.65630
H 20.66656 14.81640 10.51049
H 22.62599 16.26872 10.99297
H 24.63748 14.69439 11.43061
H 24.06054 12.26742 10.98829
H 21.30077 12.26314 10.48038
N 17.96727 15.69603 10.60951
C 18.05388 15.51785 9.26645
C 19.17875 16.18779 8.82932
C 19.83175 16.77531 9.91820
C 19.04717 16.47016 11.05841
H 17.29681 15.33732 11.27428
H 17.31631 14.86399 8.82502
H 19.50940 16.16157 7.80151
H 20.72482 17.36918 9.79118
H 19.19940 16.81285 12.07123
N 17.16285 8.27379 9.35220
C 18.40307 7.78011 9.67054
C 19.21475 8.76095 10.19196
C 18.44886 9.91281 10.35379
C 17.20909 9.62953 9.80012
H 16.34902 7.73435 9.09375
H 18.57261 6.75083 9.39086
H 20.23798 8.60753 10.50158
H 18.78667 10.83451 10.80409
H 16.32905 10.25548 9.78936
*
```